The following is a DFT calculation (wB97M-V/def2-TZVPD) of a structure of composition C22H29N9OPdS.

The geometry in XYZ format:
```
63
Properties=species:S:1:pos:R:3:forces:R:3:mulliken_charge:R:1
C 0.553 2.029 4.042 0.02 -0.02 0.01 0.042
H -3.769 -4.797 -3.853 0.00 0.00 0.00 0.256
H 4.533 -2.998 -0.171 0.00 0.00 0.00 0.395
H 4.874 -0.348 -2.605 0.00 0.00 0.00 0.393
C -1.910 4.365 0.039 -0.01 0.00 0.00 -0.843
H 0.697 -3.223 0.232 0.00 0.00 -0.01 0.317
H -3.394 5.662 0.896 0.00 0.00 0.00 0.433
C 1.200 -2.673 1.021 0.00 0.00 0.00 -0.961
H 2.561 3.176 2.730 0.00 0.00 0.00 0.568
N -4.127 1.090 1.086 0.00 0.00 0.02 -0.080
C -2.954 -3.125 -3.051 0.01 0.00 0.01 0.615
C 2.053 2.457 2.101 0.00 0.00 -0.01 -0.269
H -0.584 2.876 -0.763 0.00 0.01 0.00 0.384
C -3.961 3.624 1.112 0.00 0.00 0.00 -1.069
H 5.540 -1.538 -0.334 0.00 0.00 0.00 0.363
H -4.088 -0.403 -4.408 0.00 0.00 0.00 0.392
C 0.992 1.729 2.628 -0.01 0.00 0.00 0.698
H -4.896 3.833 1.614 0.00 0.00 0.00 0.450
C -3.502 -1.030 -3.748 0.00 -0.01 0.00 -0.494
H 3.231 2.798 0.329 0.00 0.00 0.00 0.534
C -1.505 3.076 -0.231 0.00 -0.01 -0.01 -0.508
H -2.482 0.611 -2.767 0.00 0.00 0.00 0.547
H -2.580 -5.113 -2.638 0.00 0.00 0.00 0.197
O 0.739 3.133 4.492 -0.01 0.01 0.00 -0.560
C -3.545 2.324 0.837 0.00 0.01 0.00 1.068
H -1.427 -3.186 -1.489 0.00 0.00 0.00 0.186
N 3.669 -1.477 -1.345 0.01 0.00 -0.01 0.134
H 0.490 -1.990 1.496 0.00 0.01 0.00 0.175
N 2.348 -1.959 0.484 -0.01 -0.02 -0.01 0.200
H 1.898 1.208 -1.033 0.00 0.00 0.01 0.554
N -1.894 -1.253 -2.049 0.02 0.03 0.02 0.138
H 2.699 -1.009 2.296 0.00 0.00 0.00 0.394
C -3.304 0.141 0.616 0.00 -0.03 -0.02 -0.992
H -5.014 0.921 1.533 0.00 0.00 0.00 0.248
C 2.458 -1.634 -0.813 -0.01 0.03 0.01 0.355
H 5.347 -2.647 -1.698 0.00 0.00 0.00 0.413
H 0.082 0.066 4.467 -0.01 0.00 0.00 0.192
C 3.892 -0.817 -2.634 0.00 0.00 -0.01 -1.077
C 2.412 2.255 0.779 0.00 0.00 0.01 -1.198
N -3.139 -4.454 -3.148 0.00 0.00 0.00 -0.380
H 3.893 -2.259 1.916 0.00 0.00 0.00 0.398
C -2.039 -2.568 -2.131 0.00 -0.01 0.00 -0.203
N -3.675 -2.337 -3.850 0.00 0.00 0.00 -0.540
H -3.526 -0.912 0.680 0.00 0.00 0.00 0.499
N -0.088 1.028 4.706 0.01 0.01 -0.01 -0.329
H 3.868 -1.542 -3.448 0.00 0.00 0.00 0.365
S 1.079 -1.467 -1.854 0.03 -0.02 0.03 -0.277
H -0.309 1.216 5.673 0.00 0.00 0.00 0.266
C 0.310 0.857 1.802 -0.01 0.00 -0.01 -1.025
H -0.556 0.314 2.155 -0.01 0.00 0.00 0.449
C -3.118 4.634 0.705 0.00 0.00 0.00 -0.551
H 3.927 -0.699 1.065 -0.01 0.00 0.01 0.453
C 3.282 -1.462 1.492 0.00 0.01 0.01 -1.322
H 3.134 -0.061 -2.816 0.01 0.00 0.00 0.432
C 4.842 -2.202 -0.842 0.00 -0.01 -0.01 -1.155
C 1.677 1.368 0.014 -0.01 0.01 0.00 -0.613
H 1.556 -3.379 1.771 0.00 0.00 0.00 0.432
H -1.291 5.194 -0.275 0.00 0.00 0.00 0.445
N -2.220 0.655 0.075 0.04 0.09 0.01 0.156
N 0.636 0.685 0.511 0.01 -0.01 -0.01 1.152
C -2.342 2.043 0.191 -0.03 -0.01 0.01 0.291
C -2.618 -0.456 -2.850 -0.01 -0.01 -0.01 -0.387
Pd -0.613 -0.353 -0.744 -0.05 -0.05 0.00 0.855
```
Forces are in eV/Å.

The value obtained for the energy above the lowest of the compared OMol25 structures with the same formula, charge and spin is 0.0 kJ/mol. The value obtained for the orbital gap is 8.2 eV. The calculation puts the max |F| at 0.103 eV Å⁻¹. For the lowest unoccupied orbital energy, the calculation gives -5.79 eV. The total charge is +2. The electronic energy is -1949.46609 a.u.